Here is a cluster of 6 separate species, H12O6 in total at a distorted geometry from OMol25. Energies are from ωB97M-V/def2-TZVPD.

Geometry as XYZ:
```
18
Properties=species:S:1:pos:R:3
O 1.93011 -0.65522 1.32600
H 1.70311 -0.57622 2.22800
H 2.85711 -0.77722 1.18700
O 0.81211 2.09978 0.73000
H 0.29011 2.86078 0.57400
H 0.45511 1.73778 1.51600
O -1.27389 -0.68722 1.65900
H -1.17489 -0.13922 2.40000
H -1.91689 -1.29822 1.94400
O 0.05711 -0.34422 -0.76100
H 0.78411 -0.20722 -0.13500
H -0.40289 -0.83422 -0.07700
O 0.28611 -1.61222 -3.28000
H 0.28611 -1.20822 -2.41500
H 1.05211 -2.15222 -3.26400
O -2.19889 1.21678 -1.50200
H -1.37789 0.72378 -1.36600
H -2.16789 1.85278 -0.76400
```

frontier orbital gap = 10.110 eV
largest force on an atom = 2.10 eV/Å
relative energy (zero: lowest compared OMol25 entry of this formula, charge and spin) = 1.692 eV
charge = 0
HOMO energy = -10.35 eV

These are the Mulliken partial charges, in e, on atoms 1 to 2: atom 1 (O): -0.539, atom 2 (H): 0.259